[1]
This record from OMol25 describes a cluster of 11 separate species, C22H66O22 in total. The level of theory is ωB97M-V with the def2-TZVPD basis set.

Element x y z (Å)
C -2.557 -2.894 2.454
C -1.409 -3.064 3.521
O -0.178 -3.263 2.981
O -2.395 -3.661 1.249
H -2.820 -1.858 2.240
H -3.491 -3.152 2.955
H -1.736 -3.967 4.037
H -1.435 -2.241 4.236
H 0.531 -2.750 3.376
H -1.476 -3.583 0.983
C 5.038 -1.248 3.536
C 3.507 -1.084 3.157
O 2.647 -2.234 3.025
O 5.613 -2.464 2.849
H 5.127 -1.454 4.603
H 5.534 -0.298 3.340
H 3.465 -0.547 2.210
H 3.019 -0.432 3.881
H 3.294 -2.864 2.701
H 5.473 -2.374 1.904
C 3.014 5.049 -1.262
C 2.071 6.061 -2.068
O 0.960 6.041 -1.272
O 2.307 3.850 -1.004
H 3.242 5.404 -0.257
H 3.918 4.867 -1.843
H 1.769 5.674 -3.041
H 2.502 7.051 -2.223
H 0.880 6.936 -0.934
H 2.890 3.095 -0.895
C -4.634 1.680 3.711
C -4.469 0.223 3.081
O -4.736 -0.662 4.113
O -3.367 2.100 4.239
H -5.466 1.858 4.392
H -4.675 2.341 2.845
H -3.467 0.328 2.665
H -5.281 0.132 2.359
H -5.416 -1.255 3.785
H -3.529 2.918 4.714
C -4.285 1.875 -0.438
C -4.324 2.726 -1.768
O -4.547 1.811 -2.846
O -5.382 0.909 -0.352
H -4.392 2.503 0.447
H -3.340 1.337 -0.515
H -3.340 3.189 -1.840
H -5.100 3.491 -1.772
H -4.960 2.397 -3.485
H -5.061 0.024 -0.538
C -1.731 -2.525 -2.598
C -0.869 -3.746 -3.056
O -1.251 -4.252 -4.299
O -1.175 -1.328 -3.175
H -1.672 -2.547 -1.510
H -2.764 -2.473 -2.943
H -0.828 -4.492 -2.262
H 0.155 -3.476 -3.314
H -1.156 -3.491 -4.877
H -1.030 -0.700 -2.463
C 4.858 0.402 -4.619
C 3.687 0.782 -3.636
O 3.917 2.011 -3.008
O 4.915 1.336 -5.671
H 4.787 -0.629 -4.967
H 5.845 0.443 -4.158
H 3.608 0.028 -2.854
H 2.735 0.882 -4.158
H 3.950 2.602 -3.764
H 5.602 2.005 -5.632
C 5.413 -1.879 -0.914
C 6.764 -1.243 -0.366
O 6.702 -0.409 0.871
O 4.695 -2.527 0.160
H 5.592 -2.623 -1.690
H 4.831 -1.077 -1.368
H 7.306 -0.634 -1.090
H 7.542 -2.001 -0.275
H 7.456 -0.606 1.432
H 4.049 -3.099 -0.262
C 0.417 3.620 2.408
C -0.399 2.701 1.582
O 0.111 2.402 0.248
O 0.825 4.791 1.686
H 1.374 3.127 2.581
H -0.075 3.861 3.350
H -1.426 3.065 1.604
H -0.514 1.835 2.235
H 0.437 1.505 0.144
H 1.488 5.236 2.219
C 0.229 -1.218 0.406
C 1.389 -0.858 -0.465
O 1.719 0.493 -0.452
O -1.024 -0.679 -0.102
H 0.415 -0.707 1.350
H 0.017 -2.243 0.712
H 1.142 -1.305 -1.428
H 2.325 -1.363 -0.226
H 2.189 0.560 -1.287
H -1.733 -0.812 0.532
C -5.872 -2.490 -0.076
C -6.751 -3.232 -1.145
O -6.888 -2.410 -2.244
O -4.640 -2.199 -0.666
H -5.714 -3.064 0.837
H -6.346 -1.536 0.153
H -7.770 -3.357 -0.778
H -6.423 -4.254 -1.334
H -6.008 -2.120 -2.493
H -3.961 -2.605 -0.122

Atomic forces in eV per Å
0.2359 0.4548 0.3611
-2.2937 -0.2623 0.0704
1.1712 -0.3560 -1.2863
-0.6139 0.4440 0.8681
0.7902 0.5243 -0.4704
0.0132 -0.8481 -0.0662
0.2385 -0.2125 0.4298
-0.2097 0.1753 -0.0444
0.2274 0.2015 0.0021
0.3688 -0.0836 0.0030
-1.3517 -2.5442 -0.8006
0.1478 1.0088 -0.1748
1.3847 0.4732 0.6130
-0.6555 2.0487 1.9811
0.1035 -0.2178 -0.0606
0.1685 -0.1855 -0.4701
0.1526 0.0259 -0.2251
0.1586 0.0840 0.2384
-0.1793 -0.9687 -0.3417
-0.1912 0.2140 -0.6802
-0.1146 -0.0245 -1.0266
1.7562 -2.4232 0.7673
-2.1940 1.6759 0.7819
-0.5298 0.2413 -0.7744
0.3063 0.9813 -0.2031
0.3657 -0.0585 0.0598
0.4594 -0.3146 -0.2185
0.2920 0.0451 0.1997
-0.5106 -0.1675 0.3744
0.2669 0.1527 -0.1826
1.3787 0.0048 -2.2382
-1.7144 3.8000 1.3603
0.4878 -1.7076 0.5469
-0.0193 -0.5723 0.9729
0.0023 -0.4900 0.0370
-1.1219 0.0657 -0.3283
0.1720 -1.0239 -0.0935
0.5330 0.1234 -0.6599
0.1255 -0.2112 0.2667
0.1857 0.0527 0.0572
-1.1486 -0.5704 -1.4553
-0.0534 -1.3783 1.3688
0.0189 0.9127 0.1755
0.4959 1.0869 0.2096
0.4662 0.0879 -0.0947
0.1253 0.0492 0.5459
0.0709 0.2166 -0.1064
-0.0964 0.0301 0.2405
-0.0279 -0.5315 -0.5568
0.3390 -0.0526 -0.3236
1.3738 -0.0980 -0.5307
0.0498 1.2099 0.0426
-1.2656 -0.9423 -0.8566
0.1900 -0.2055 0.2780
-0.2095 0.5155 0.0456
-0.1403 -1.0443 0.2032
-0.3394 -0.3844 -0.3814
0.3572 0.8195 1.3867
-0.0784 -0.1039 -0.3697
-0.0028 0.1605 0.2091
0.0698 0.5756 1.2779
0.9555 -0.9286 -0.6058
0.4851 0.5014 0.0607
-0.9645 0.3124 -1.4105
-0.4780 0.1210 -0.4250
-0.1905 -0.1113 0.8606
-0.0199 -0.1954 -0.0983
-0.0245 -0.5831 -0.3736
0.0101 0.6679 0.1846
0.1482 -0.4446 0.5540
0.9977 1.0258 1.6803
0.4170 -0.1662 0.4360
-0.8475 -0.8495 -1.5436
1.3012 1.3569 -0.2017
0.4872 0.0158 -0.1634
-0.2491 0.0461 0.1338
-0.8786 0.4992 -0.6568
-0.4164 -0.6300 0.7493
0.0631 -0.3676 -0.0976
-0.7801 -0.8634 -0.3785
2.3688 0.6095 -0.7502
-0.5096 -0.9543 -0.9892
-1.4389 1.5411 2.0164
-0.9134 0.3837 0.1569
0.0001 -0.4934 0.6391
-0.2069 -0.0566 0.0779
-0.2267 0.3193 -0.9680
0.2655 -0.6795 -0.1824
0.1297 -0.1444 0.2793
0.0183 -0.0134 -0.0161
-1.0904 1.2534 1.8931
0.0612 -2.7103 -0.3827
-0.3408 0.3943 -0.6021
0.6646 0.2014 -0.8543
0.0431 0.0768 0.4556
1.0182 -0.3048 -0.6375
-0.0034 0.6714 -0.7636
-0.3310 -0.8047 0.7263
0.2126 0.9331 -0.1089
0.1565 -0.1011 0.2018
-1.1945 -0.7865 -0.6098
-0.3828 0.3554 2.1146
0.1090 0.2392 -1.0658
0.8889 0.4041 -0.2459
-0.2827 -0.1719 0.0747
-0.3743 -0.0455 0.1818
-0.0812 0.0480 0.4147
0.6411 0.0174 -0.3433
0.2487 0.1251 -0.2294
0.5471 -0.1923 -0.1412

<S²> ... 0.750
HOMO-LUMO gap (alpha / beta) ... 1.86 / 9.28 eV
Net charge ... -1
Energy ... -68918.922 eV
Energy relative to the best compared isomer or geometry (same formula, charge and spin) ... 100.8 kcal per mole
2S+1 ... 2

***

[2]
This record from OMol25 describes the molecule C5H6O2. The level of theory is ωB97M-V with the def2-TZVPD basis set.

Element x y z (Å)
C 2.513 -0.931 0.016
C 1.389 -0.580 -0.234
C 0.017 -0.130 -0.485
C 0.007 1.402 -0.514
O -0.252 2.069 0.459
C -0.976 -0.631 0.575
O -2.257 -0.110 0.314
H 3.511 -1.239 0.239
H -0.312 -0.490 -1.468
H 0.231 1.881 -1.488
H -0.611 -0.359 1.574
H -1.053 -1.720 0.522
H -2.209 0.839 0.489

Atomic forces in eV per Å
-0.4481 0.1643 -0.1005
0.4840 -0.1713 0.0998
-0.0372 -0.0215 -0.0171
-0.0440 0.2745 0.3265
0.0403 -0.3311 -0.5466
0.2464 -0.1851 0.0846
-0.0650 0.2331 0.0654
-0.1723 0.0393 -0.0492
0.0667 0.0772 0.0813
0.1183 -0.0712 0.1382
-0.0830 -0.0103 -0.1478
0.0629 0.1592 -0.0101
-0.1690 -0.1569 0.0756

HOMO-LUMO gap ... 10.74 eV
Energy ... -9374.649 eV
Energy relative to the best compared isomer or geometry (same formula, charge and spin) ... 56.4 kcal per mole

***

[3]
This record from OMol25 describes a structure of composition C57H48AsN4O2P2S2SeTeTl. The level of theory is ωB97M-V with the def2-TZVPD basis set.

Element x y z (Å)
Tl 0.578 0.402 -1.934
O 0.358 2.839 -2.284
N 0.511 3.541 -3.372
C 0.164 4.848 -3.274
C 0.253 5.706 -4.333
C 0.723 5.203 -5.552
C 1.077 3.884 -5.633
C 0.993 2.993 -4.537
S 1.466 1.353 -4.640
H -0.185 5.120 -2.287
H -0.039 6.738 -4.201
H 0.803 5.843 -6.422
H 1.441 3.455 -6.557
Te -1.221 4.175 0.421
C -1.882 5.171 2.161
C -1.532 4.722 3.428
C -1.997 5.409 4.538
N -2.771 6.497 4.486
C -3.091 6.924 3.263
C -2.680 6.308 2.091
C -1.126 2.252 1.297
P 0.497 1.357 1.231
C 1.748 2.427 2.032
C 2.229 3.487 1.260
C 3.229 4.319 1.738
C 3.792 4.089 2.986
C 3.360 3.008 3.741
C 2.346 2.185 3.268
C 0.015 0.106 2.545
C -0.357 0.672 3.878
C -0.035 0.079 5.027
C 0.788 -1.140 5.056
C 1.234 -1.717 3.942
C 0.867 -1.206 2.583
P -2.237 1.261 0.216
C -2.132 -0.454 0.923
C -2.462 -1.526 -0.022
C -2.902 -2.736 0.352
C -3.270 -3.008 1.736
C -3.179 -2.054 2.676
C -2.503 -0.780 2.428
C -3.917 1.686 0.863
C -5.019 1.470 0.041
C -6.305 1.781 0.467
C -6.502 2.338 1.724
C -5.408 2.575 2.549
C -4.129 2.249 2.120
H -0.908 3.843 3.536
H -1.725 5.065 5.531
H -3.724 7.805 3.213
H -3.004 6.707 1.136
H 1.835 3.644 0.260
H 3.587 5.132 1.119
H 4.582 4.732 3.357
H 3.817 2.793 4.700
H 2.045 1.335 3.866
H -0.928 1.592 3.850
H -0.328 0.528 5.969
H 1.059 -1.556 6.021
H 1.873 -2.593 3.989
H 1.749 -1.179 1.936
H -2.348 -1.284 -1.075
H -3.090 -3.496 -0.395
H -3.751 -3.951 1.970
H -3.639 -2.202 3.647
H -2.789 0.067 3.040
H -4.860 1.060 -0.951
H -7.149 1.606 -0.190
H -7.500 2.604 2.052
H -5.548 3.032 3.522
H -3.262 2.468 2.737
N -0.244 -1.977 1.934
C -1.097 -0.792 1.963
H -0.615 -2.714 2.531
Se 6.124 0.805 -0.927
C 4.308 0.718 -1.082
N 3.158 0.593 -1.194
C -3.244 -1.694 -4.052
S -1.914 -0.668 -4.659
C -0.641 -1.909 -4.546
O -2.200 -0.463 -6.117
H -3.435 -2.445 -4.820
H -4.116 -1.060 -3.911
H -2.970 -2.158 -3.103
H -0.934 -2.763 -5.160
H -0.508 -2.195 -3.502
H 0.279 -1.458 -4.917
C 5.400 -3.802 1.881
C 5.458 -2.735 0.993
C 4.369 -2.437 0.186
C 3.213 -3.213 0.257
C 3.152 -4.272 1.155
C 4.245 -4.568 1.962
As 1.648 -2.631 -0.783
C 0.827 -4.379 -1.053
C -0.005 -5.046 -0.167
C -0.546 -6.277 -0.522
C -0.269 -6.821 -1.772
C 0.547 -6.145 -2.668
C 1.104 -4.920 -2.312
C 1.969 -4.076 -3.171
C 2.328 -4.359 -4.484
C 3.087 -3.443 -5.200
C 3.492 -2.250 -4.613
C 3.143 -1.962 -3.298
C 2.392 -2.882 -2.578
H 6.249 -4.029 2.515
H 6.338 -2.107 0.929
H 4.428 -1.579 -0.473
H 2.256 -4.876 1.228
H 4.188 -5.398 2.657
H -0.248 -4.593 0.787
H -1.197 -6.800 0.168
H -0.699 -7.776 -2.052
H 0.747 -6.574 -3.643
H 2.000 -5.276 -4.959
H 3.353 -3.655 -6.229
H 4.059 -1.524 -5.181
H 3.436 -1.015 -2.856

Atomic forces in eV per Å
-0.0946 0.1617 -0.1147
0.0113 -0.3236 0.3852
-0.0023 0.1891 -0.0921
0.0130 0.0106 -0.0761
0.0250 0.0124 -0.0606
-0.0442 0.0349 0.0479
0.0574 -0.1429 -0.0156
0.0083 -0.0289 0.0288
-0.0726 0.2246 -0.0240
0.0335 -0.0127 -0.0955
0.0050 0.0015 -0.0258
0.0019 0.0070 0.0068
0.0018 0.0242 0.0014
0.0921 -0.2736 0.1349
-0.0473 -0.0312 -0.0700
-0.0483 0.0806 0.1319
0.0265 -0.0253 -0.0078
0.0230 -0.0169 -0.0534
0.0235 -0.0317 -0.0150
-0.0207 0.0640 0.0988
0.2045 -0.2270 -0.4853
-0.5426 0.0872 0.1971
-0.1055 -0.0195 -0.0822
0.0576 0.0463 -0.0773
-0.0080 -0.0122 0.0012
-0.0284 -0.0291 0.0229
-0.0193 0.0286 -0.0656
0.0396 -0.0659 0.0125
0.1944 -0.0208 0.0906
0.0681 -0.0825 -0.1814
0.1309 -0.1027 0.0526
-0.1182 0.1328 0.0681
0.0083 0.0251 -0.0757
-0.1305 0.0285 0.0811
-0.0426 0.1866 0.1232
0.2425 -0.1154 0.0554
0.0216 0.1543 -0.0273
-0.0105 -0.1114 0.2292
-0.0066 -0.0178 -0.2140
-0.0068 0.1379 0.0008
-0.1416 -0.1603 -0.0543
0.0305 0.1135 0.0127
-0.0469 -0.0896 0.0121
0.0515 -0.0010 0.0366
0.0194 0.0000 -0.0124
0.0017 -0.0097 -0.0421
0.0413 0.1061 0.0065
0.0053 -0.0275 0.0001
-0.0180 0.0142 0.0317
-0.0125 0.0149 0.0285
0.0058 -0.0128 -0.0190
0.0249 -0.0222 0.0663
0.0035 0.0084 0.0066
0.0117 -0.0055 -0.0100
0.0037 0.0129 0.0087
-0.0371 0.0259 -0.0040
-0.0305 0.0509 -0.0053
-0.0018 -0.0191 0.0090
-0.0087 0.0234 0.0068
0.0278 0.0102 -0.0331
-0.0151 0.0092 -0.0555
0.0271 -0.0019 0.0513
-0.0022 -0.0416 -0.0123
0.0084 0.0037 -0.0135
0.0115 0.0073 0.0077
-0.0079 0.0022 0.0066
-0.0002 0.0069 -0.0153
-0.0086 0.0002 0.0002
-0.0065 -0.0097 0.0075
-0.0104 -0.0049 0.0056
-0.0200 -0.0189 -0.0165
0.0871 0.0778 -0.0995
0.0694 -0.0109 0.0196
0.0024 0.0310 0.0406
-0.3491 0.0129 -0.0233
0.4941 0.0776 0.0156
-0.1038 0.0416 0.0546
-0.1708 -0.2110 0.0593
0.0963 0.6372 -0.3341
0.1443 -0.1854 -0.0799
-0.0128 -0.1692 0.3256
-0.0574 -0.0455 0.0683
-0.0197 -0.0232 -0.0322
-0.0104 0.0330 -0.0327
0.0576 -0.0171 0.0068
0.0074 -0.0176 -0.0001
0.0050 -0.0226 -0.0068
-0.0121 0.0124 -0.0094
-0.0057 -0.0115 0.0100
-0.0134 -0.0214 0.0784
-0.0876 0.0712 -0.0207
0.0640 -0.0216 0.0410
-0.0255 0.0102 -0.0255
0.1554 -0.0495 0.0088
0.0317 0.1078 0.0848
-0.0692 -0.0636 -0.0375
0.0014 0.0318 -0.0402
0.0088 0.0272 0.0329
-0.0006 -0.0338 0.0071
0.0712 0.0633 -0.1492
-0.1221 -0.1176 0.0713
-0.0061 0.0353 -0.0576
0.0118 -0.0094 0.0230
-0.0484 -0.0161 0.0314
-0.0045 -0.0277 -0.0826
-0.0384 0.0695 0.1369
0.0028 0.0000 0.0069
0.0033 -0.0011 -0.0222
-0.0090 -0.1269 0.0207
0.0071 -0.0076 -0.0066
0.0084 -0.0067 0.0079
-0.0123 0.0291 0.0106
0.0043 -0.0104 -0.0037
-0.0023 -0.0021 0.0005
-0.0035 0.0025 0.0027
0.0034 0.0018 -0.0022
0.0001 -0.0033 -0.0070
0.0137 -0.0086 -0.0065
-0.0129 -0.0640 -0.0079

HOMO-LUMO gap ... 5.40 eV
Net charge ... -2
Energy ... -248360.658 eV
Energy relative to the best compared isomer or geometry (same formula, charge and spin) ... 43.2 kcal per mole

***

[4]
This record from OMol25 describes a structure of composition C6H12N2O. The level of theory is ωB97M-V with the def2-TZVPD basis set.

Element x y z (Å)
C -1.914 0.106 -0.587
C -0.001 -0.411 -1.098
C 0.628 0.900 -1.517
N -1.977 1.252 0.123
H -1.765 2.101 -0.386
H -1.460 1.200 1.026
H -2.190 -0.791 -0.040
H -2.325 0.183 -1.592
H -0.468 -0.934 -1.931
H 0.692 -1.182 -0.784
H 0.045 1.384 -2.303
H 0.665 1.600 -0.674
H 1.643 0.769 -1.896
C 1.990 -0.594 1.277
C 0.502 -0.343 1.370
C -0.291 -1.549 1.631
O 0.077 0.763 1.751
N -0.929 -2.492 1.799
H 2.372 -0.749 2.292
H 2.222 -1.485 0.695
H 2.485 0.273 0.843

Atomic forces in eV per Å
2.2682 -1.4984 -0.3173
-2.2296 0.4572 -1.1024
-0.0235 -0.1820 0.1313
0.2228 0.9584 1.2765
-0.0456 -0.1364 0.0545
-0.7092 0.2837 -0.8657
-0.2167 0.1126 -0.1305
0.1887 -0.1574 0.0964
0.1209 0.1025 -0.4113
0.0113 0.1024 0.7344
-0.0065 -0.0181 0.0074
0.0862 0.0005 -0.0038
0.0754 0.0732 0.0010
-0.0559 -0.0078 -0.6009
0.3986 1.6974 2.4174
-0.7418 -0.4034 -0.4731
0.6246 -1.7594 -0.8928
0.2756 0.2840 0.0770
-0.1924 0.0821 -0.0442
-0.0104 0.0091 0.0094
-0.0407 -0.0003 0.0368

HOMO-LUMO gap (alpha / beta) ... 8.00 / 8.00 eV
Energy ... -11441.060 eV
Energy relative to the best compared isomer or geometry (same formula, charge and spin) ... 83.3 kcal per mole

***

Strongest force on any atom, record by record: 0.085; 0.012; 0.014; 0.058 Eh/bohr